{"formula": "CH5N3S", "method": "wB97M-V/def2-TZVPD", "fmax_ev_per_a": 5.076, "smiles": "C/S(#N)=N/N", "homo_ev": [-7.96, -7.95], "homo_lumo_gap_ev": [7.9, 7.9], "lumo_ha": [-0.00131, -0.00133], "elements": ["C", "S", "N", "N", "N", "H", "H", "H", "H", "H"], "positions_angstrom": [[1.82933, 0.00711, 0.42588], [0.39062, 0.35298, -0.69985], [-0.04863, -0.99148, -1.26065], [-1.02890, 0.00608, 0.42670], [-2.12392, 0.21855, -0.14925], [1.69483, 0.52959, 1.41435], [2.68422, 0.33632, -0.08502], [1.92972, -0.97486, 0.52311], [-2.81776, -0.61608, -0.13399], [-2.50951, 1.13178, -0.46128]], "nbo_charge": [-0.805, 1.019, -0.798, -0.314, -0.505, 0.223, 0.221, 0.227, 0.371, 0.360]}


{"formula": "C18H36F3N9O27", "method": "wB97M-V/def2-TZVPD", "fmax_ev_per_a": 4.573, "smiles": "O=C1OC[C@@H](F)O1.O=C1OC[C@@H](F)O1.O=C1OC[C@@H](F)O1.C[N+](=O)[O-].C[N+](=O)[O-].C[N+](=O)[O-].C[N+](=O)[O-].C[N+](=O)[O-].C[N+](=O)[O-].C[N+](=O)[O-].C[N+](=O)[O-].C[N+](=O)[O-]", "homo_ev": -10.49, "homo_lumo_gap_ev": 9.5, "lumo_ha": -0.03479, "elements": ["O", "C", "O", "C", "C", "F", "O", "H", "H", "H", "O", "C", "O", "C", "C", "F", "O", "H", "H", "H", "O", "C", "O", "C", "C", "F", "O", "H", "H", "H", "C", "N", "O", "O", "H", "H", "H", "C", "N", "O", "O", "H", "H", "H", "C", "N", "O", "O", "H", "H", "H", "C", "N", "O", "O", "H", "H", "H", "C", "N", "O", "O", "H", "H", "H", "C", "N", "O", "O", "H", "H", "H", "C", "N", "O", "O", "H", "H", "H", "C", "N", "O", "O", "H", "H", "H", "C", "N", "O", "O", "H", "H", "H"], "positions_angstrom": [[3.75863, 20.14759, 13.33604], [2.72348, 20.60445, 13.78485], [2.24526, 21.87361, 13.66804], [1.00720, 21.99515, 14.35974], [0.60750, 20.60811, 14.68595], [-0.31863, 20.09258, 13.91697], [1.83508, 19.90567, 14.50531], [1.10469, 22.63208, 15.23889], [0.24369, 22.50747, 13.77434], [0.32344, 20.61026, 15.73828], [4.86321, 16.75494, 11.22915], [4.71216, 16.52997, 12.42401], [3.59289, 16.05227, 12.89770], [3.52421, 16.32091, 14.32128], [5.03049, 16.30775, 14.61540], [5.49581, 15.04637, 14.95445], [5.57939, 16.74213, 13.38476], [3.09427, 17.26659, 14.65132], [3.09398, 15.49878, 14.89321], [5.29048, 16.92897, 15.47249], [-1.64961, 23.60052, 15.24271], [-2.10846, 24.72606, 15.41354], [-2.04749, 25.65096, 14.44153], [-3.12137, 26.57444, 14.79067], [-3.16215, 26.50034, 16.26049], [-4.39125, 26.53940, 16.68125], [-2.73116, 25.19030, 16.46848], [-2.81290, 27.54322, 14.39774], [-4.09359, 26.42236, 14.32188], [-2.61147, 27.21423, 16.87304], [1.56251, 24.59056, 11.30418], [0.39777, 24.22059, 10.41079], [-0.71910, 24.08711, 10.91333], [0.60511, 24.00955, 9.23690], [1.64541, 25.67489, 11.23034], [2.40531, 24.13429, 10.78493], [1.36220, 24.16809, 12.28881], [1.89879, 19.30875, 19.74721], [0.72709, 19.10673, 18.81388], [1.00471, 18.97072, 17.63342], [-0.45530, 19.21544, 19.22571], [2.10130, 20.36195, 19.55258], [2.75657, 18.70852, 19.44385], [1.49358, 19.08617, 20.73430], [3.60482, 21.17678, 17.19028], [3.02376, 22.53858, 17.43292], [1.84445, 22.57820, 17.51186], [3.80587, 23.47383, 17.46428], [2.87039, 20.39139, 17.01177], [4.19711, 20.89616, 18.06123], [4.37339, 21.20531, 16.41787], [-1.71107, 21.94133, 17.66124], [-2.58010, 20.77343, 17.39528], [-3.50792, 20.56662, 18.17852], [-2.39697, 20.13092, 16.38586], [-1.44085, 22.03709, 18.71286], [-2.37782, 22.79138, 17.51649], [-0.81349, 21.88582, 17.04531], [-3.28941, 18.50498, 13.74284], [-3.87234, 19.61272, 12.85830], [-4.13098, 19.34730, 11.68919], [-4.23113, 20.53921, 13.47769], [-4.08642, 18.11650, 14.37684], [-2.42663, 18.99039, 14.19902], [-3.09242, 17.66388, 13.07812], [5.53218, 23.74077, 13.82130], [4.42845, 24.68063, 13.97351], [3.97776, 24.78801, 15.08999], [3.99434, 25.26536, 13.02827], [6.24341, 23.97608, 14.61304], [5.84165, 23.85486, 12.78239], [5.01021, 22.79300, 13.95315], [-1.25640, 20.56901, 9.89019], [-1.02884, 19.16889, 10.20876], [-1.03636, 18.96087, 11.42792], [-0.92790, 18.33740, 9.30662], [-2.32264, 20.78243, 9.96558], [-0.85934, 20.74017, 8.88963], [-0.66522, 21.11200, 10.62761], [7.03826, 19.62061, 14.29361], [6.65503, 19.14468, 15.64286], [5.45642, 19.25379, 15.92789], [7.53949, 18.66769, 16.36862], [7.04180, 20.70984, 14.33435], [6.35012, 19.17090, 13.57785], [8.05066, 19.31415, 14.03050], [5.41429, 20.15233, 10.71405], [4.45195, 21.23895, 10.64248], [4.76151, 22.39279, 10.72693], [3.27068, 20.94171, 10.35039], [4.96846, 19.20335, 11.01200], [6.19290, 20.40578, 11.43352], [5.89441, 20.05792, 9.74005]], "mulliken_charge": [-0.174, 0.114, 0.035, -0.710, 1.592, -0.200, -0.227, 0.087, 0.391, -0.907, -0.618, 0.708, -0.330, 0.174, 0.429, -0.339, -0.321, -0.239, 0.347, 0.203, -0.326, 0.552, -0.314, -0.516, 0.347, -0.288, -0.310, 0.259, 0.284, 0.319, -0.525, 0.981, -0.549, -0.569, 0.351, 0.317, -0.013, -0.617, 0.833, -0.452, -0.516, 0.219, 0.226, 0.314, -0.869, 1.143, -0.542, -0.589, 0.092, 0.560, 0.221, -0.516, 0.998, -0.611, -0.454, 0.290, 0.252, 0.023, -0.414, 0.951, -0.583, -0.543, 0.337, -0.031, 0.278, -0.433, 0.989, -0.550, -0.607, 0.301, 0.297, -0.034, -0.513, 0.874, -0.439, -0.561, 0.305, 0.298, 0.044, -0.467, 0.767, -0.404, -0.539, 0.261, 0.033, 0.371, -0.846, 1.046, -0.583, -0.516, 0.266, 0.241, 0.383]}


{"formula": "C2H2N2O", "method": "wB97M-V/def2-TZVPD", "fmax_ev_per_a": 2.705, "homo_ev": [-9.36, -8.91], "homo_lumo_gap_ev": [9.1, 7.8], "lumo_ha": [-0.00810, -0.04134], "elements": ["C", "C", "N", "N", "O", "H", "H"], "positions_angstrom": [[0.34829, -0.04889, 0.84878], [-0.07404, -1.10576, 0.10891], [0.62460, 0.90270, 1.45663], [-0.26337, 1.15638, -1.28451], [-0.15426, 2.12595, -0.67535], [0.67053, -1.75857, -0.50442], [-1.15175, -1.27182, 0.04995]], "nbo_charge": [0.157, -0.406, -0.313, 0.231, -0.134, 0.238, 0.227]}


{"formula": "C3H8O3", "method": "wB97M-V/def2-TZVPD", "fmax_ev_per_a": 2.910, "smiles": "C[C@H](O)COO", "homo_ev": -9.23, "homo_lumo_gap_ev": 10.1, "lumo_ha": 0.03112, "elements": ["C", "C", "O", "C", "O", "O", "H", "H", "H", "H", "H", "H", "H", "H"], "positions_angstrom": [[0.53824, 0.84223, 1.15218], [0.46716, -0.37948, 0.24876], [1.56090, -1.25859, 0.47546], [0.25378, -0.11079, -1.20318], [-1.27415, -0.53780, -1.27047], [-2.28647, 0.49590, -1.09889], [1.55470, 1.24768, 1.17535], [-0.16563, 1.61409, 0.83247], [0.27938, 0.56603, 2.17928], [-0.55107, -0.93073, 0.41495], [1.53153, -1.52928, 1.40491], [0.75425, -0.82938, -1.85271], [0.36593, 0.92512, -1.52123], [-3.02854, -0.11500, -0.93687]], "nbo_charge": [-0.640, 0.041, -0.722, -0.087, -0.341, -0.461, 0.213, 0.223, 0.208, 0.199, 0.471, 0.223, 0.204, 0.467]}


Ordered calculated total energy results: -16417.4296, -96069.4966, -7129.4028, -9378.9635; unit eV.
Ordered molar mass results: 91.1, 867.5, 70.1, 92.1; unit g mol⁻¹.